Record 1
Formula: C3H12NS
Source: OMol25
Level of theory: the ωB97M-V functional and the def2-TZVPD basis

XYZ file:
```
17
Properties=species:S:1:pos:R:3:nbo_charge:R:1
C 0.8901 1.9702 -1.3800 -0.4278
N 1.5783 1.4948 -0.1530 -0.6731
H -0.1619 2.0655 -1.1124 0.2445
H 0.9954 1.2375 -2.1683 0.2425
H 1.1679 2.9938 -1.6115 0.2447
H 1.2888 1.9748 0.6886 0.4436
H 1.2672 0.5207 0.0147 0.4547
H 2.5981 1.5404 -0.1291 0.4398
C 0.1159 -1.9919 0.0635 -0.7257
S -0.5130 -0.5132 0.9833 0.0489
C -2.2319 -1.0365 1.2985 -0.6945
H 0.9640 -2.5159 0.4937 0.2374
H -0.6985 -2.6966 -0.0643 0.2440
H 0.3615 -1.6489 -0.9439 0.2074
H -2.8371 -0.4516 0.6158 0.2318
H -2.4003 -0.8628 2.3552 0.2444
H -2.3843 -2.0802 1.0492 0.2374
```

Calculated values
Frontier orbital gap   9.03 eV
Charge   +1
Strongest force on any atom   1.43 eV/Å
LUMO level   -3.5 eV
Energy above the lowest of the compared OMol25 structures with the same formula, charge and spin   14.85 kcal per mole

=====

Record 2
Formula: C40H60O30
Source: OMol25
Level of theory: the ωB97M-V functional and the def2-TZVPD basis

XYZ file:
```
130
Properties=species:S:1:pos:R:3:mulliken_charge:R:1
C 27.9738 -17.7035 -3.5153 -1.2035
C 28.7064 -18.4470 -4.6873 0.2658
C 30.0757 -19.0342 -4.5313 -0.4733
O 30.0146 -20.3019 -5.1033 -0.2951
C 28.7619 -20.5907 -5.4811 0.6551
O 28.4505 -21.5699 -6.1590 -0.5224
O 27.9756 -19.6229 -5.0470 -0.2746
H 28.5296 -16.8040 -3.2507 0.4122
H 27.9251 -18.3478 -2.6374 0.1752
H 26.9366 -17.4542 -3.7391 0.3300
H 28.7001 -17.8092 -5.5712 0.3432
H 30.4259 -19.1068 -3.5016 0.2913
H 30.6892 -18.2817 -5.0266 0.3016
C 25.3597 -30.1580 -8.2656 -1.2654
C 24.3315 -31.2282 -8.0058 0.5064
C 24.9079 -32.6405 -7.8164 -0.4622
O 24.7017 -32.8688 -6.4134 -0.3777
C 23.9087 -31.9186 -5.8838 0.7202
O 23.3937 -31.9951 -4.7824 -0.5832
O 23.7112 -30.9687 -6.7323 -0.3720
H 24.8809 -29.1913 -8.1092 0.3230
H 25.8270 -30.1586 -9.2503 0.3916
H 26.1388 -30.1571 -7.5033 0.2443
H 23.5959 -31.1429 -8.8056 0.3681
H 25.9638 -32.8409 -7.9982 0.2458
H 24.3275 -33.4428 -8.2719 0.2661
C 30.0358 -30.4090 -5.5648 -1.1025
C 30.7340 -29.7494 -4.3100 0.4446
C 31.6266 -28.4954 -4.6285 -0.0555
O 31.1673 -27.6122 -3.6700 -0.3205
C 30.1933 -28.1778 -2.9572 0.7078
O 29.7578 -27.7728 -1.8978 -0.6120
O 29.7105 -29.2614 -3.5661 -0.3427
H 29.2666 -31.1375 -5.3084 0.3858
H 30.7919 -30.9099 -6.1693 0.4164
H 29.6383 -29.6691 -6.2595 -0.0485
H 31.4100 -30.4317 -3.7947 0.2814
H 31.3638 -28.1347 -5.6230 0.0201
H 32.6914 -28.7110 -4.5400 0.2471
C 31.9272 -23.6426 -9.3541 -1.6372
C 32.0087 -25.2089 -9.4016 1.7269
C 33.1034 -25.7491 -10.3615 -0.0698
O 33.8367 -26.6097 -9.4854 -0.3623
C 33.3779 -26.5450 -8.2517 0.5974
O 33.7728 -27.2180 -7.2974 -0.6464
O 32.4170 -25.6471 -8.1463 -0.4065
H 32.8545 -23.0895 -9.2044 0.4595
H 31.2082 -23.3792 -8.5783 0.2267
H 31.6228 -23.2950 -10.3413 0.3417
H 31.0248 -25.6274 -9.6138 -0.5178
H 33.7497 -24.9574 -10.7404 0.3049
H 32.5531 -26.1757 -11.2002 0.1116
C 29.6776 -27.0960 -14.5324 -0.7306
C 29.2523 -25.6655 -14.1086 0.3500
C 28.9008 -25.5650 -12.6406 0.0105
O 30.1810 -25.1363 -12.1059 -0.0096
C 30.9521 -24.5522 -13.0246 0.3543
O 32.0415 -24.0504 -12.8058 -0.5817
O 30.3338 -24.7454 -14.2170 -0.4343
H 28.8105 -27.7491 -14.4344 -0.0757
H 30.5260 -27.4049 -13.9217 0.1962
H 29.8366 -27.2024 -15.6054 0.4133
H 28.4107 -25.3262 -14.7124 0.4090
H 28.5660 -26.5570 -12.3375 -0.0419
H 28.1765 -24.7711 -12.4581 0.2399
C 25.3230 -27.5536 -13.4740 -1.1818
C 25.6979 -29.0226 -13.6108 0.6862
C 24.9249 -29.7714 -14.6424 -0.3894
O 25.9275 -30.4134 -15.4917 -0.3646
C 27.1968 -30.0566 -15.0272 0.4854
O 28.2274 -30.4374 -15.5866 -0.5479
O 27.0757 -29.1317 -14.0405 -0.1401
H 25.3255 -27.0021 -14.4142 0.3871
H 26.0578 -27.0249 -12.8668 -0.0022
H 24.3802 -27.4063 -12.9472 0.4225
H 25.5328 -29.5600 -12.6770 0.0021
H 24.3428 -29.0651 -15.2344 0.2852
H 24.3139 -30.5022 -14.1127 0.3234
C 23.5934 -21.5445 -4.4366 -1.3763
C 24.6148 -22.2538 -5.3309 0.6880
C 25.3316 -23.4302 -4.7535 0.5378
O 25.0397 -24.4280 -5.7236 -0.3448
C 24.3527 -24.0107 -6.7625 0.6253
O 23.9572 -24.7151 -7.6781 -0.6042
O 23.9917 -22.7291 -6.5430 -0.4160
H 23.1766 -20.6870 -4.9647 0.3626
H 24.1555 -21.1281 -3.6007 0.2664
H 22.7828 -22.1614 -4.0486 0.3664
H 25.4019 -21.5423 -5.5807 0.0096
H 24.8557 -23.7910 -3.8416 0.2810
H 26.3856 -23.1928 -4.6093 -0.3368
C 29.3646 -23.3579 -2.8858 -1.0614
C 28.6861 -22.5884 -1.7808 0.3062
C 29.1784 -21.1955 -1.3744 -0.1773
O 28.0282 -20.4250 -1.3993 -0.3895
C 27.1091 -20.9780 -2.1303 0.6546
O 26.1002 -20.4107 -2.4718 -0.5453
O 27.4387 -22.2630 -2.3453 -0.2189
H 29.1757 -22.8953 -3.8545 0.0158
H 28.9584 -24.3529 -3.0675 0.4100
H 30.4181 -23.3374 -2.6066 0.3676
H 28.6665 -23.2539 -0.9178 0.2464
H 29.8656 -20.7716 -2.1066 -0.0033
H 29.6457 -21.1779 -0.3898 0.3603
C 28.5576 -25.1677 -6.4815 -1.1051
C 28.4114 -26.1910 -7.6066 1.3028
C 27.2303 -27.1480 -7.4980 0.1026
O 26.5724 -27.0103 -8.7105 -0.1189
C 27.1330 -26.0242 -9.4698 0.3571
O 26.6688 -25.7451 -10.5728 -0.6731
O 28.2347 -25.4822 -8.8291 -0.2962
H 29.1500 -24.2989 -6.7683 0.2363
H 29.0538 -25.5926 -5.6088 0.3377
H 27.5553 -24.9154 -6.1353 -0.2190
H 29.3006 -26.8053 -7.7477 0.0296
H 26.6905 -26.8948 -6.5856 0.2562
H 27.6442 -28.1328 -7.2815 -0.2453
C 32.0166 -31.7696 -12.4326 -1.5378
C 30.6859 -31.1033 -11.9617 0.7507
C 29.9397 -31.5548 -10.7079 -0.4042
O 29.6442 -30.3500 -10.0951 -0.1915
C 30.3515 -29.4120 -10.4761 0.2608
O 30.4102 -28.2921 -9.9694 -0.4655
O 31.1247 -29.8019 -11.5377 -0.3759
H 32.8263 -31.6883 -11.7075 0.3674
H 32.3284 -31.0605 -13.1994 0.3631
H 31.9899 -32.7928 -12.8076 0.3871
H 30.0638 -31.0261 -12.8534 0.0024
H 30.5160 -32.2336 -10.0794 0.2930
H 28.9952 -32.0348 -10.9641 0.3349
```

Calculated values
SMILES string   C[C@H]1COC(=O)O1.C[C@H]1COC(=O)O1.C[C@H]1COC(=O)O1.C[C@H]1COC(=O)O1.C[C@H]1COC(=O)O1.C[C@H]1COC(=O)O1.C[C@H]1COC(=O)O1.C[C@H]1COC(=O)O1.C[C@H]1COC(=O)O1.C[C@H]1COC(=O)O1
Frontier orbital gap   9.99 eV
Strongest force on any atom   7.16 eV/Å
LUMO level   -0.3 eV
Energy above the lowest of the compared OMol25 structures with the same formula, charge and spin   84.78 kcal per mole

=====

Record 3
Formula: C2H2NO3S
Source: OMol25
Level of theory: the ωB97M-V functional and the def2-TZVPD basis

XYZ file:
```
9
Properties=species:S:1:pos:R:3:nbo_charge:R:1
C -0.9789 -1.3077 -0.6829 0.4658
C 0.1760 0.4113 0.7823 -0.4843
N 0.8974 1.1201 -0.0813 0.4170
O -1.6916 -0.7347 -1.4254 -0.4973
O 1.9554 0.6147 -0.5993 -0.5918
O 0.4466 2.2158 -0.4609 -0.5540
S -0.5155 -2.5844 0.1327 -0.1380
H 0.4714 -0.5964 1.2799 0.2008
H -0.7607 0.8612 1.0549 0.1819
```

Calculated values
Frontier orbital gap (alpha / beta)   6.54 / 6.54 eV
Charge   -1
Strongest force on any atom   3.21 eV/Å
LUMO level (alpha / beta)   3.1 / 3.1 eV
Energy above the lowest of the compared OMol25 structures with the same formula, charge and spin   85.73 kcal per mole

=====

Record 4
Formula: C5H11NO2
Source: OMol25
Level of theory: the ωB97M-V functional and the def2-TZVPD basis

XYZ file:
```
19
Properties=species:S:1:pos:R:3:nbo_charge:R:1
C -0.7257 -1.5358 -1.8782 0.4984
N -1.0701 -1.3197 -0.5424 -0.3680
C 0.1981 2.1572 0.5118 -0.6215
C -0.1444 1.0364 -0.5210 -0.3699
C -0.3427 -0.3190 0.2059 -0.0622
C 0.9963 -0.9309 0.7200 -0.0650
O 1.1720 -0.4313 2.0302 -0.6114
O 0.2951 -1.2526 -2.4310 -0.3688
H -1.5395 -2.0088 -2.4355 0.1797
H -2.0650 -1.1086 -0.4578 0.4242
H -0.5383 2.9535 0.4126 0.2379
H 0.0138 1.8121 1.5296 0.2359
H 1.1931 2.5388 0.3226 0.2421
H -1.1003 1.3380 -0.9443 0.2352
H 0.6808 0.8784 -1.1592 0.2427
H -0.9762 -0.1614 1.0455 0.2420
H 0.9677 -2.0116 0.7931 0.2118
H 1.8249 -0.5383 0.1332 0.2223
H 1.1602 -1.0964 2.6648 0.4947
```

Calculated values
Spin multiplicity   2
Frontier orbital gap (alpha / beta)   12.14 / 5.57 eV
Charge   +1
Strongest force on any atom   3.14 eV/Å
LUMO level (alpha / beta)   -3.5 / -9.4 eV
Energy above the lowest of the compared OMol25 structures with the same formula, charge and spin   51.60 kcal per mole

=====

Record 5
Formula: C4H8N2
Source: OMol25
Level of theory: the ωB97M-V functional and the def2-TZVPD basis

XYZ file:
```
14
Properties=species:S:1:pos:R:3:nbo_charge:R:1
C 1.9284 -0.2217 0.0676 -0.4080
N 0.5855 -0.1205 -0.4007 -0.3036
C -0.2526 1.0293 0.0206 -0.2423
C -1.5902 0.3480 -0.0425 -0.4857
C -1.2627 -1.1741 0.0052 0.0295
N -0.0397 -1.3423 -0.1142 -0.2225
H 2.0014 -0.5873 1.2325 0.1690
H 2.2136 -1.0673 -0.8348 0.2330
H 2.3907 0.6959 -0.0223 0.1879
H 0.0704 1.8173 -0.7896 0.2158
H 0.1137 1.2484 0.9504 0.1779
H -2.0461 0.6941 -1.0586 0.2220
H -2.2480 0.6830 0.7559 0.2248
H -1.8645 -2.0029 0.2305 0.2022
```

Calculated values
SMILES string   CN1CCC=N1
Frontier orbital gap   9.30 eV
Strongest force on any atom   4.74 eV/Å
LUMO level   1.1 eV
Energy above the lowest of the compared OMol25 structures with the same formula, charge and spin   69.72 kcal per mole

=====

Record 6
Formula: C7H27BClN7O4V
Source: OMol25
Level of theory: the ωB97M-V functional and the def2-TZVPD basis

XYZ file:
```
48
Properties=species:S:1:pos:R:3:nbo_charge:R:1
V 0.0963 -3.3632 0.0459 0.8298
B -1.9225 -3.2074 1.7319 -0.7910
H -3.0000 -3.1773 1.6851 0.0114
H -1.4361 -2.5307 1.0465 -0.0888
H -1.6425 -2.9499 2.7416 0.0002
H -1.5789 -4.2105 1.5319 -0.0437
Cl -0.0700 -0.8939 -1.0125 -0.8545
C -0.9007 0.5904 3.2727 -0.6275
C 0.6454 0.7149 3.2327 -0.0648
C 1.3204 0.4936 4.5935 -0.0768
O 2.6128 1.1937 4.5683 -0.5524
C 2.5062 2.4794 5.0849 -0.2439
N 1.3345 -0.1572 2.3459 -0.8333
H -1.2746 0.5423 2.2499 0.2250
H -1.4132 1.3494 3.8638 0.2000
H -1.1678 -0.4008 3.6391 0.2257
H 0.7420 1.7807 3.0255 0.1464
H 1.4979 -0.5710 4.7462 0.2021
H 0.6330 0.7748 5.3913 0.1695
H 2.0141 3.1652 4.3952 0.1641
H 3.4930 2.8105 5.4085 0.1826
H 1.9520 2.4581 6.0232 0.1566
H 2.2860 0.1708 2.4311 0.3525
H 1.1840 -0.0469 1.3533 0.3694
C -0.9033 -1.5829 -5.0088 0.7451
O -1.3996 -2.5941 -4.4994 -0.6725
N -0.8135 -1.3542 -6.2621 -0.8104
N -0.6905 -0.4373 -4.3385 -0.8533
H -0.5022 -0.4314 -6.5295 0.3727
H -0.9162 -2.0977 -6.9380 0.4043
H -0.6431 -0.4918 -3.3311 0.4336
H -0.3916 0.3572 -4.8858 0.3647
C -3.5631 1.2937 -2.0167 0.7541
O -4.6296 1.6727 -2.5146 -0.7079
N -3.3767 0.1435 -1.4147 -0.8333
N -2.4631 1.9984 -1.9944 -0.8339
H -4.1809 -0.4671 -1.3930 0.3984
H -2.6190 -0.1650 -0.8224 0.4199
H -1.6618 1.5966 -1.5289 0.3999
H -2.4162 2.8586 -2.5217 0.3967
C 3.3188 0.5795 -2.3680 0.7490
O 4.3714 1.0874 -2.8207 -0.7300
N 3.0536 0.4520 -1.0906 -0.8475
N 2.4100 0.0299 -3.0820 -0.8309
H 2.1946 0.0141 -0.7899 0.4132
H 3.8347 0.6594 -0.4849 0.3994
H 2.5724 0.0263 -4.0789 0.3937
H 1.5034 -0.1633 -2.6811 0.4161
```

Calculated values
Spin multiplicity   5
Frontier orbital gap (alpha / beta)   6.36 / 9.18 eV
Charge   -1
Strongest force on any atom   5.90 eV/Å
LUMO level (alpha / beta)   2.4 / 2.4 eV

=====

Copy entry 1 word for word.
Formula: C3H12NS
Source: OMol25
Level of theory: the ωB97M-V functional and the def2-TZVPD basis

XYZ file:
```
17
Properties=species:S:1:pos:R:3:nbo_charge:R:1
C 0.8901 1.9702 -1.3800 -0.4278
N 1.5783 1.4948 -0.1530 -0.6731
H -0.1619 2.0655 -1.1124 0.2445
H 0.9954 1.2375 -2.1683 0.2425
H 1.1679 2.9938 -1.6115 0.2447
H 1.2888 1.9748 0.6886 0.4436
H 1.2672 0.5207 0.0147 0.4547
H 2.5981 1.5404 -0.1291 0.4398
C 0.1159 -1.9919 0.0635 -0.7257
S -0.5130 -0.5132 0.9833 0.0489
C -2.2319 -1.0365 1.2985 -0.6945
H 0.9640 -2.5159 0.4937 0.2374
H -0.6985 -2.6966 -0.0643 0.2440
H 0.3615 -1.6489 -0.9439 0.2074
H -2.8371 -0.4516 0.6158 0.2318
H -2.4003 -0.8628 2.3552 0.2444
H -2.3843 -2.0802 1.0492 0.2374
```

Calculated values
Frontier orbital gap   9.03 eV
Charge   +1
Strongest force on any atom   1.43 eV/Å
LUMO level   -3.5 eV
Energy above the lowest of the compared OMol25 structures with the same formula, charge and spin   14.85 kcal per mole

=====

- Which of these has the lowest strongest force on any atom?
  C3H12NS